Entry 1:
{
  "formula": "C11H19Cl3O15S3",
  "method": "ωB97M-V/def2-TZVPD",
  "homo_ev": -10.49,
  "e_above_lowest_kj_mol": 0.0,
  "multiplicity": 1,
  "homo_lumo_gap_ev": 10.658,
  "elements": ["C", "Cl", "Cl", "Cl", "H", "C", "C", "C", "O", "C", "O", "O", "H", "H", "H", "H", "H", "H", "C", "C", "O", "S", "O", "O", "O", "H", "H", "H", "H", "C", "C", "O", "S", "O", "O", "O", "H", "H", "H", "H", "C", "C", "O", "S", "O", "O", "O", "H", "H", "H", "H"],
  "coordinates": [[22.92, -3.44, -24.73], [24.67, -3.58, -24.82], [22.08, -4.52, -25.85], [22.48, -1.72, -25.12], [22.53, -3.64, -23.74], [21.96, -9.29, -19.77], [23.03, -8.82, -20.74], [22.96, -9.49, -22.12], [23.20, -8.43, -23.02], [22.88, -7.27, -22.44], [22.76, -6.22, -23.00], [22.64, -7.45, -21.11], [21.83, -8.52, -19.01], [22.29, -10.19, -19.24], [21.02, -9.51, -20.27], [24.03, -8.76, -20.31], [22.00, -9.97, -22.30], [23.75, -10.24, -22.18], [20.12, -0.39, -27.53], [19.38, -1.64, -27.08], [18.74, -1.22, -25.86], [18.12, 0.23, -26.17], [17.94, 0.95, -24.95], [17.03, 0.13, -27.09], [19.43, 0.74, -26.96], [20.18, -0.30, -28.61], [21.13, -0.31, -27.13], [20.01, -2.52, -27.00], [18.55, -1.83, -27.76], [26.05, -2.20, -28.78], [26.24, -3.60, -28.14], [24.99, -4.25, -28.33], [23.87, -3.26, -28.97], [23.17, -2.44, -28.03], [23.08, -3.97, -29.93], [25.00, -2.38, -29.71], [26.97, -1.81, -29.20], [25.65, -1.49, -28.05], [26.46, -3.50, -27.08], [27.03, -4.18, -28.60], [23.97, -4.15, -18.35], [23.81, -5.43, -19.20], [23.95, -5.02, -20.55], [23.12, -3.64, -20.64], [21.72, -3.89, -20.55], [23.60, -2.78, -21.70], [23.70, -3.08, -19.24], [24.98, -4.11, -17.96], [23.27, -4.09, -17.52], [22.80, -5.83, -19.07], [24.48, -6.23, -18.89]]
}

***

Entry 2:
{
  "formula": "C11H19Cl3O4SW",
  "method": "ωB97M-V/def2-TZVPD",
  "s_squared": 2.028,
  "homo_ev": [-0.37, -0.61],
  "charge": -2,
  "e_above_lowest_kj_mol": 0.0,
  "multiplicity": 3,
  "homo_lumo_gap_ev": [5.543, 5.753],
  "elements": ["C", "C", "C", "C", "C", "C", "C", "C", "C", "C", "W", "Cl", "Cl", "Cl", "H", "H", "H", "H", "H", "H", "H", "H", "H", "H", "H", "H", "H", "H", "H", "O", "H", "C", "S", "O", "O", "O", "H", "H", "H"],
  "coordinates": [[-0.61, -1.87, 0.06], [-0.78, -1.86, -1.37], [-1.16, -0.52, -1.76], [-0.73, -3.09, -2.23], [-1.28, 0.28, -0.57], [-0.99, -0.56, 0.56], [-1.11, -0.22, 1.95], [-0.31, -3.04, 0.94], [-1.46, -0.06, -3.16], [-1.79, 1.67, -0.44], [0.80, -0.51, -0.77], [1.72, -1.00, -3.02], [2.48, -1.99, -0.09], [1.31, 1.72, -1.27], [0.12, -3.73, -1.93], [-0.59, -2.83, -3.28], [-1.66, -3.68, -2.12], [-0.67, -0.36, -3.86], [-1.51, 1.03, -3.18], [-2.41, -0.47, -3.50], [-1.76, 2.21, -1.39], [-1.19, 2.21, 0.30], [-2.82, 1.66, -0.09], [-1.59, 0.71, 2.18], [0.37, 0.18, 2.32], [-1.24, -1.07, 2.62], [0.31, -3.78, 0.43], [-1.25, -3.50, 1.26], [0.23, -2.69, 1.83], [1.31, -0.10, 2.00], [1.87, 0.59, 2.42], [2.76, 2.96, 1.33], [1.35, 3.21, 2.44], [1.81, 2.59, 3.69], [1.17, 4.67, 2.45], [0.20, 2.50, 1.84], [3.65, 3.36, 1.84], [2.58, 3.50, 0.40], [2.89, 1.89, 1.14]]
}